# 1
Formula: C5H6O2
Source: the OMol25 dataset
Level of theory: ωB97M-V/def2-TZVPD

Values from the calculation:
Total charge = 0

Each line ends with the Löwdin charge.
Element x y z (Å)
O -0.6928 -1.7059 1.4458  0.008
C 0.1672 -0.9583 1.0215  -0.537
C 0.4163 -1.0524 -0.6751  -0.005
C -0.1269 0.2273 -0.8135  -0.273
C -1.1922 1.1811 -0.9178  0.046
O 0.2428 1.4227 -1.2099  0.100
C 0.9081 0.0994 1.5024  0.039
H -0.2259 -1.8764 -0.9709  0.128
H 1.4596 -1.1443 -0.9690  0.125
H -1.8254 1.1958 -1.8011  0.123
H -1.5495 1.6773 -0.0213  0.129
H 1.6910 0.5425 0.8990  0.058
H 0.9252 0.2893 2.5720  0.059

***

# 2
Formula: C5H6O2
Source: the OMol25 dataset
Level of theory: ωB97M-V/def2-TZVPD

Values from the calculation:
Structure (SMILES) = C#C[C@@H](C)OC=O
Total charge = 0

Each line ends with the Löwdin charge.
Element x y z (Å)
C -2.1675 -0.2513 0.6115  0.133
C -0.9672 -0.3026 0.6969  -0.083
C 0.4800 -0.0722 0.5619  -0.362
C 1.2664 -1.2978 0.1121  -0.031
O 0.7563 0.9797 -0.3938  0.007
C -0.2210 1.6704 -1.0211  -0.330
O 0.0251 2.5459 -1.8008  0.087
H -3.2200 -0.1285 0.4732  0.048
H 0.8791 0.2842 1.5184  0.152
H 0.8086 -1.7386 -0.7769  0.091
H 1.3069 -2.0532 0.9027  0.089
H 2.2861 -0.9870 -0.1324  0.088
H -1.2328 1.3510 -0.7517  0.112

***

Strongest force on any atom per entry: 0.30, 0.60 eV/A
Energy relative to the best compared isomer or geometry (same formula, charge and spin) per entry: 429.43, 218.76 kJ/mol
LUMO per entry: -0.067, 0.847 eV